# CHBr4OP

CHBr4OP as an isolated structure in a non-equilibrium geometry (the ωB97M-V functional and the def2-TZVPD basis, the OMol25 dataset).

Geometry as XYZ:
```
8
Properties=species:S:1:pos:R:3:forces:R:3:nbo_charge:R:1
C 1.292 -0.820 -0.421 -3.6 -2.6 -0.4 -0.38
O -0.834 2.572 1.229 0.1 0.6 0.4 -0.99
P -0.751 1.293 0.550 -0.5 -1.8 -1.2 1.36
Br 1.290 -2.115 0.933 0.8 0.6 -0.6 0.18
Br 0.419 -1.409 -2.050 0.4 0.5 1.1 0.10
Br -1.384 -0.512 1.796 -0.6 1.0 -0.2 -0.21
Br -2.115 1.243 -1.350 0.6 0.0 1.0 -0.22
H 2.083 -0.252 -0.686 2.7 1.7 -0.1 0.17
```
Forces are in eV/Å.

energy above the lowest of the compared OMol25 structures with the same formula, charge and spin: 33.3 kcal per mole
E_HOMO (spin up / spin down): -9.610 / -9.286 eV
largest force on an atom: 4.48 eV/A
total charge: 0